Record 1
A structure of composition C21H31N5O3 at a distorted geometry, computed with ωB97M-V with the def2-TZVPD basis set.

Properties
Orbital gap, eV: 7.09
E, hartree: -1317.3957

Structure (ORCA input):
```
! wB97M-V def2-TZVPD RIJCOSX def2/J DEFGRID3
* xyz 0 1
C 1.08 3.72 -0.99
C 1.15 2.27 -0.59
H 0.26 2.18 -0.01
H 1.06 1.56 -1.47
O 2.12 1.80 0.12
C 3.19 1.57 -0.28
O 3.30 1.48 -1.37
N 4.24 1.47 0.44
C 3.87 1.16 1.84
H 4.87 1.18 2.51
C 3.32 -0.12 2.00
N 3.65 -0.87 0.64
C 5.19 -1.00 0.36
C 5.41 0.76 0.13
H 6.29 1.04 0.41
H 5.37 0.76 -0.87
H 5.49 -1.63 -0.31
H 5.74 -1.14 1.43
C 3.25 -2.17 0.51
C 1.69 -1.99 0.30
N 0.67 -2.13 0.92
C -0.49 -1.60 0.45
C -1.71 -1.45 0.74
C -2.67 -1.02 -0.07
C -2.20 -0.54 -1.78
C -0.80 -0.82 -1.94
C 0.04 -1.52 -1.01
N 1.42 -1.42 -1.09
C 2.16 -1.40 -2.08
H 3.01 -2.21 -2.19
H 2.78 -0.30 -2.16
H 1.60 -1.39 -3.22
H -0.55 -0.52 -2.91
H -2.95 -0.46 -2.25
N -3.98 -1.02 0.16
C -4.96 -0.20 -0.45
O -4.93 0.09 -1.77
C -6.28 -0.41 0.61
H -6.32 -1.28 0.99
C -6.57 0.96 1.31
C -5.25 0.89 2.40
H -5.39 0.15 3.10
H -4.47 1.10 1.77
H -5.57 1.68 2.92
C -6.65 2.14 0.27
H -5.49 2.14 -0.26
H -7.31 1.90 -0.30
H -6.55 2.82 1.00
H -7.37 0.81 1.66
H -7.25 -0.42 -0.31
H -4.08 -1.25 1.05
H -1.99 -1.80 1.63
H 3.86 -2.76 -0.31
H 3.23 -2.96 1.60
H 2.41 -0.39 2.16
H 3.83 -0.75 3.07
H 3.16 1.78 2.23
H 0.97 4.41 -0.18
H 1.95 3.97 -1.67
H 0.30 3.91 -1.39
*
```


Record 2
A structure of composition C6H10N2O3S at a distorted geometry, computed with ωB97M-V with the def2-TZVPD basis set.

Properties
Orbital gap, eV: 7.96
E, hartree: -967.9547

Structure (ORCA input):
```
! wB97M-V def2-TZVPD RIJCOSX def2/J DEFGRID3
* xyz 0 1
C 0.13 -0.28 -0.05
C 0.00 -1.25 -1.14
C -0.53 -2.61 -0.79
C 0.36 -1.03 -2.40
C 1.04 1.80 0.98
C 0.83 0.87 -0.16
N -2.57 0.10 1.23
N -1.43 -2.63 0.23
O -0.15 -3.61 -1.35
O -2.34 -0.06 -1.22
O -1.69 2.06 -0.12
S -1.96 0.65 -0.05
H -0.04 -0.68 0.95
H -2.41 0.72 2.00
H 0.26 -1.82 -3.13
H 0.73 -0.09 -2.76
H 0.27 2.57 0.92
H 2.00 2.30 0.90
H 0.96 1.29 1.94
H 1.13 1.24 -1.13
H -1.95 -1.80 0.48
H -1.87 -3.52 0.39
*
```


Record 3
A structure of composition C30H28AuGeN7O7, computed with ωB97M-V with the def2-TZVPD basis set.

Properties
Orbital gap (spin up / spin down), eV: 6.78 / 6.78
E, hartree: -4282.5390

Structure (ORCA input):
```
! wB97M-V def2-TZVPD RIJCOSX def2/J DEFGRID3
* xyz -2 1
Au -0.08 -0.61 -1.84
C 0.74 5.17 -1.76
N -0.35 4.31 -2.17
C -1.64 4.97 -2.24
C -0.23 2.94 -1.98
N 0.92 2.43 -1.80
N -1.43 2.20 -2.16
C -2.34 2.04 -1.11
N -3.13 0.90 -1.25
N -2.44 2.90 -0.17
H 0.76 6.05 -2.40
H 1.67 4.62 -1.85
H 0.62 5.51 -0.72
H -1.97 5.32 -1.25
H -2.39 4.30 -2.63
H -1.55 5.83 -2.91
H 2.11 0.78 -2.07
H -1.13 1.28 -2.50
H -2.81 0.27 -1.98
H -3.17 0.33 -0.41
H -3.19 2.63 0.45
O -2.44 -1.84 -0.13
C -2.02 -2.64 -0.98
O -1.23 -2.37 -1.95
C -2.46 -4.09 -0.90
C -3.78 -4.35 -0.73
C -4.26 -5.67 -0.68
C -3.38 -6.74 -0.76
C -2.03 -6.50 -0.86
C -1.45 -5.15 -0.99
O -0.25 -4.94 -1.15
N -1.17 -7.66 -0.84
O -0.10 -7.59 -0.27
O -1.58 -8.70 -1.37
N -5.65 -5.93 -0.53
O -6.43 -4.98 -0.47
O -6.05 -7.10 -0.47
H -4.47 -3.53 -0.62
H -3.74 -7.76 -0.71
C 1.18 1.01 -1.54
Ge 1.70 0.88 0.34
C 0.47 1.85 1.53
C -0.45 1.23 2.37
C -1.30 1.97 3.18
C -1.24 3.36 3.16
C -0.32 3.99 2.34
C 0.52 3.24 1.53
C 1.95 -0.96 0.95
C 3.22 -1.49 1.19
C 3.39 -2.84 1.49
C 2.29 -3.68 1.55
C 1.02 -3.17 1.32
C 0.85 -1.82 1.04
C 3.42 1.83 0.61
C 3.94 2.61 -0.43
C 5.12 3.33 -0.26
C 5.80 3.28 0.95
C 5.30 2.51 1.99
C 4.12 1.80 1.82
H -0.51 0.14 2.40
H -2.02 1.47 3.81
H -1.91 3.94 3.78
H -0.28 5.08 2.30
H 1.23 3.75 0.89
H 4.09 -0.85 1.12
H 4.38 -3.23 1.65
H 2.42 -4.74 1.73
H 0.16 -3.82 1.33
H -0.15 -1.47 0.82
H 3.39 2.67 -1.36
H 5.50 3.94 -1.08
H 6.72 3.84 1.08
H 5.82 2.47 2.93
H 3.73 1.21 2.64
*
```


Record 4
A structure of composition C48H61As2NPtSi4, computed with ωB97M-V with the def2-TZVPD basis set.

Properties
Orbital gap (spin up / spin down), eV: 4.66 / 4.66
E, hartree: -7668.7479

Structure (ORCA input):
```
! wB97M-V def2-TZVPD RIJCOSX def2/J DEFGRID3
* xyz 2 1
Pt 0.33 0.06 0.16
C 2.20 2.79 0.34
C 1.07 3.80 0.25
As -0.67 2.93 0.50
C -1.79 4.48 0.92
C -1.86 5.44 -0.08
C -2.66 6.56 0.09
C -3.40 6.72 1.25
C -3.35 5.75 2.24
C -2.54 4.63 2.08
C -0.38 2.46 2.38
C -1.23 1.36 2.92
C -1.24 1.26 4.40
C -0.38 1.94 5.19
C 0.52 2.83 4.58
C 0.51 3.10 3.20
As 2.00 1.27 -0.91
C 1.69 2.36 -2.46
C 2.72 3.15 -2.98
C 2.44 4.05 -3.99
C 1.14 4.17 -4.48
C 0.12 3.40 -3.95
C 0.40 2.49 -2.93
C 3.82 0.66 -0.89
C 4.36 0.36 0.36
C 5.67 -0.06 0.47
C 6.46 -0.19 -0.66
C 5.93 0.11 -1.91
C 4.61 0.54 -2.03
H 2.35 2.41 1.35
H 3.15 3.24 0.02
H 1.05 4.26 -0.74
H 1.19 4.61 0.97
H -1.30 5.32 -1.01
H -2.71 7.31 -0.69
H -4.03 7.59 1.38
H -3.92 5.87 3.15
H -2.51 3.89 2.88
H -2.25 1.48 2.54
H -1.94 0.56 4.84
H -0.37 1.81 6.26
H 1.22 3.37 5.20
H 1.17 3.87 2.83
H 3.73 3.07 -2.60
H 3.23 4.65 -4.41
H 0.93 4.87 -5.28
H -0.89 3.49 -4.32
H -0.39 1.89 -2.50
H 3.75 0.44 1.26
H 6.09 -0.29 1.45
H 7.49 -0.52 -0.58
H 6.54 0.02 -2.80
H 4.22 0.77 -3.01
C -0.26 -2.57 -5.03
Si 0.06 -1.10 -3.89
C -1.29 0.13 -4.42
C 1.81 -0.53 -4.29
Si -0.03 -1.62 -1.55
Si 1.48 -3.42 -1.20
C 0.90 -4.42 0.28
C 1.52 -4.55 -2.71
C 3.23 -2.83 -0.85
Si -2.28 -2.35 -1.33
C -2.75 -3.18 0.28
C -3.48 -0.95 -1.70
C -2.39 -3.72 -2.62
H 0.22 -2.32 -5.98
H -1.32 -2.72 -5.23
H 0.16 -3.52 -4.70
H -0.93 0.76 -5.24
H -1.68 0.77 -3.64
H -2.13 -0.45 -4.81
H 1.84 0.25 -5.05
H 2.38 -1.39 -4.66
H 2.33 -0.17 -3.41
H -0.09 -4.85 0.11
H 0.83 -3.77 1.15
H 1.59 -5.23 0.50
H 0.54 -4.86 -3.06
H 2.07 -5.45 -2.42
H 2.06 -4.09 -3.54
H 3.23 -2.15 0.01
H 3.68 -2.31 -1.69
H 3.86 -3.68 -0.60
H -2.33 -2.67 1.14
H -2.39 -4.21 0.30
H -3.84 -3.20 0.40
H -3.21 -0.04 -1.16
H -4.49 -1.24 -1.40
H -3.50 -0.70 -2.76
H -1.70 -4.54 -2.40
H -2.25 -3.41 -3.65
H -3.40 -4.13 -2.53
N -0.59 0.06 2.45
C -1.16 -1.04 2.87
C -0.31 -2.23 3.06
C 1.08 -2.05 3.18
C 1.89 -3.12 3.49
C 1.34 -4.38 3.69
C -0.03 -4.57 3.56
C -0.85 -3.51 3.24
C -2.59 -1.10 3.26
C -3.00 -1.73 4.43
C -4.35 -1.76 4.77
C -5.29 -1.18 3.92
C -4.88 -0.57 2.74
C -3.54 -0.52 2.42
H 1.49 -1.06 3.07
H 2.96 -2.98 3.61
H 1.98 -5.22 3.94
H -0.45 -5.56 3.70
H -1.91 -3.67 3.15
H -2.28 -2.18 5.09
H -4.67 -2.24 5.68
H -6.34 -1.22 4.17
H -5.62 -0.14 2.07
H -3.22 -0.08 1.48
*
```


Record 5
A cluster of 2 separate species, C3H5F2N in total, computed with ωB97M-V with the def2-TZVPD basis set.

Properties
Orbital gap (spin up / spin down), eV: 8.08 / 8.08
E, hartree: -371.6443

Structure (ORCA input):
```
! wB97M-V def2-TZVPD RIJCOSX def2/J DEFGRID3
* xyz 0 1
C 1.19 -1.17 0.16
C -0.08 -1.11 -0.62
C 0.50 1.31 -0.01
N 0.46 0.04 -0.15
F -1.31 -1.49 -0.14
F -2.60 1.22 0.00
H 1.27 -1.39 1.22
H 2.09 -1.38 -0.40
H 1.40 1.78 0.35
H -2.54 0.29 -0.16
H -0.36 1.90 -0.25
*
```


Record 6
An isolated molecule of C4H5N3 at a distorted geometry, computed with ωB97M-V with the def2-TZVPD basis set.

Properties
Orbital gap, eV: 8.00
E, hartree: -319.6045

Structure (ORCA input):
```
! wB97M-V def2-TZVPD RIJCOSX def2/J DEFGRID3
* xyz 0 1
C 0.44 -1.49 0.03
N 0.65 -0.04 -0.24
C -0.45 0.83 0.24
C -0.03 2.11 0.62
N 0.40 3.14 0.95
C -1.72 0.47 -0.23
N -2.75 0.09 -0.63
H 0.40 -1.63 1.11
H 1.26 -2.07 -0.41
H -0.52 -1.78 -0.41
H 0.83 0.08 -1.25
H 1.50 0.27 0.24
*
```